No. 1
21
Properties=species:S:1:pos:R:3 method="wB97M-V/def2-TZVPD" charge=+1 smiles="CCP(N)(=[NH2+])CC" e_tot_ha=-611.4414 gap_ev=12.2733
C -1.6785 0.6197 -1.8435
C -1.4912 -0.6342 -0.8211
P 0.1027 -0.4711 -0.0388
N 1.4094 -0.5148 -1.0597
N 0.3654 -1.8993 0.8491
C 0.1228 0.9310 1.0805
C 1.5090 1.0638 1.7127
H -1.7221 1.5219 -1.1675
H -0.8271 0.5258 -2.5300
H -2.6953 0.2949 -2.3720
H -1.6397 -1.5867 -1.2883
H -2.3234 -0.4327 -0.1087
H 1.4338 0.1127 -1.8823
H 1.5203 -1.3884 -1.4587
H -0.2557 -2.0779 1.5855
H 1.4318 -2.0438 1.1206
H -0.1979 1.9056 0.7393
H -0.6268 0.7654 1.8337
H 2.2248 1.3575 0.8904
H 1.6431 1.8897 2.4579
H 1.6946 0.0610 2.3010

=====

No. 2
14
Properties=species:S:1:pos:R:3 method="wB97M-V/def2-TZVPD" e_tot_ha=-270.3861 gap_ev=10.6856
C -2.2640 0.6021 -0.3937
O -1.2561 -0.0679 0.3404
C -0.3575 -0.7773 -0.4291
C 0.3666 0.2360 -1.7283
C 1.1824 0.0849 -0.7799
C 2.2949 0.0921 0.1872
H -2.8543 -0.1033 -0.9960
H -2.9182 1.0779 0.3399
H -1.8354 1.3540 -1.0646
H 0.1892 -1.4293 0.2616
H -0.8447 -1.4342 -1.1570
H 2.6192 -0.9265 0.4218
H 3.1510 0.6252 -0.2417
H 2.0075 0.5986 1.1132

=====

Relative energy (zero: lowest compared OMol25 entry of this formula, charge and spin)
In order: 0.0 107.8
Unit: kcal/mol